Record 1
Density functional theory data (ωB97M-V/def2-TZVPD) for a cluster of 2 separate species, C2HF2N in total at a distorted geometry.

The geometry in XYZ format:
```
6
Properties=species:S:1:pos:R:3:forces:R:3:lowdin_charge:R:1
C -0.78535 0.47767 -0.39894 -0.596 -1.046 0.858 -0.197
C 0.05205 -0.30301 0.38952 2.955 -1.320 0.433 -0.368
N -1.65543 0.93434 -0.99490 -0.247 0.732 -0.593 0.200
F 0.12948 -0.24520 1.72526 -0.456 0.400 -1.604 0.121
F 0.49602 -1.51505 -0.03098 -1.063 1.454 0.340 0.075
H 1.76323 0.65124 -0.68997 -0.594 -0.220 0.566 0.169
```
Forces are in eV/Å.

The value obtained for the gap between HOMO and LUMO (spin up / spin down) is 9.761 / 8.670 eV. The calculation puts the total energy at -9009.930 eV. For the energy above the lowest of the compared OMol25 structures with the same formula, charge and spin, the calculation gives 99.4 kcal/mol. For the molar mass, the calculation gives 77.0 g/mol. The calculation puts the LUMO energy (spin up / spin down) at -0.050 / -0.043 Ha. The HOMO energy (spin up / spin down) comes out at -0.40845 / -0.36150 hartree.


Record 2
Density functional theory data (ωB97M-V/def2-TZVPD) for the ion C2HF2O4S with charge -1 at a distorted geometry.

The geometry in XYZ format:
```
10
Properties=species:S:1:pos:R:3:forces:R:3:lowdin_charge:R:1
O 0.61986 1.82158 -0.09742 0.272 -1.270 -0.319 -0.392
S 1.39273 0.57553 0.12481 -2.881 1.843 -1.580 0.440
O 1.82318 0.52492 1.47471 0.789 -1.246 1.904 -0.341
O 2.35235 0.31242 -0.90507 0.678 -0.755 -0.519 -0.350
C -0.05692 -0.75309 -0.09623 0.571 4.187 0.498 -0.449
F 0.11043 -1.97700 0.34318 0.137 -1.328 0.176 0.112
O -0.85335 -0.56078 -1.23633 0.124 -1.245 -0.806 0.086
C -1.39557 -0.12313 -0.04400 0.835 2.400 0.090 -0.332
F -2.39669 -0.82624 0.49778 -0.930 -0.720 0.050 0.057
H -1.59604 1.00580 -0.06143 0.405 -1.867 0.505 0.170
```
Forces are in eV/Å.

The value obtained for the gap between HOMO and LUMO is 9.313 eV. Its SMILES is O=S(=O)([O-])[C@]1(F)O[C@H]1F. The calculation puts the total energy at -26550.759 eV. For the energy above the lowest of the compared OMol25 structures with the same formula, charge and spin, the calculation gives 30.2 kcal/mol. For the molar mass, the calculation gives 159.1 g/mol. The calculation puts the LUMO energy at 0.146 Ha. As for the charge: -1. The HOMO energy comes out at -0.19675 hartree.


Record 3
Density functional theory data (ωB97M-V/def2-TZVPD) for a cluster of 2 separate species, C2HF3NOS in total at a distorted geometry.

The geometry in XYZ format:
```
9
Properties=species:S:1:pos:R:3:forces:R:3:lowdin_charge:R:1
C 1.38321 -0.66083 0.13482 2.330 -0.051 -0.323 -1.282
C -1.37295 0.16457 -0.04425 3.495 0.192 0.805 -0.407
N 0.59174 0.24921 -0.43598 -5.725 4.307 0.332 0.030
O 1.10647 -1.71913 0.58423 -1.832 -2.599 1.400 -0.054
F -1.77725 -0.27970 1.23544 0.344 0.428 -2.653 0.035
F -1.61076 1.48992 -0.07257 -0.626 -0.391 -0.056 0.060
F -2.05861 -0.42602 -1.04379 0.340 0.323 1.414 0.096
S 2.93578 -0.10928 -0.23891 2.253 0.852 -0.057 0.412
H 0.80238 1.29125 -0.11899 -0.579 -3.061 -0.862 0.109
```
Forces are in eV/Å.

The value obtained for the gap between HOMO and LUMO (spin up / spin down) is 7.096 / 7.095 eV. The calculation puts the total energy at -24615.151 eV. For the energy above the lowest of the compared OMol25 structures with the same formula, charge and spin, the calculation gives 66.5 kcal/mol. For the molar mass, the calculation gives 144.1 g/mol. The calculation puts the LUMO energy (spin up / spin down) at 0.138 / 0.138 Ha. As for the charge: -1. The HOMO energy (spin up / spin down) comes out at -0.12321 / -0.12318 hartree.


Among the records above, which one has the lowest molar mass?
C2HF2N


Which formula does entry 2 have?
C2HF2O4S


The lowest molar mass belongs to which entry?
C2HF2N


What is the molar mass in the third record?
144.1 g/mol